Entry 1:
{"formula": "C43H66BBrClF5NO15SSi", "method": "ωB97M-V/def2-TZVPD", "orbital_gap_ev": 9.9, "total_charge": 1, "fmax_ha_per_bohr": 0.043, "lumo_energy_ev": -1.95, "energy_ev": -193405.119, "symbols": ["C", "C", "O", "B", "O", "C", "N", "C", "F", "F", "C", "C", "C", "C", "C", "C", "F", "F", "F", "C", "C", "Br", "C", "C", "C", "C", "C", "S", "O", "O", "Cl", "C", "C", "C", "C", "O", "C", "O", "C", "C", "O", "Si", "C", "C", "C", "H", "H", "H", "H", "H", "H", "H", "H", "H", "H", "H", "H", "H", "H", "H", "H", "H", "H", "H", "H", "H", "H", "H", "H", "H", "H", "H", "H", "H", "H", "H", "H", "H", "H", "H", "H", "H", "H", "H", "H", "H", "H", "O", "C", "O", "C", "C", "C", "H", "H", "H", "H", "H", "H", "O", "C", "O", "C", "C", "C", "H", "H", "H", "H", "H", "H", "O", "C", "O", "C", "C", "C", "H", "H", "H", "H", "H", "H", "O", "C", "O", "C", "C", "C", "H", "H", "H", "H", "H", "H"], "xyz": [[-2.68560, 1.03984, -2.68874], [-2.77481, 2.18507, -1.67996], [-2.31402, 1.73874, -0.37986], [-1.18998, 2.35404, 0.11972], [-1.25162, 3.35682, 1.03845], [0.19785, 1.75335, -0.41042], [0.24920, 0.24975, -0.31025], [0.23522, -0.35956, 1.04121], [1.45486, -0.85148, 1.32425], [0.02577, 0.62570, 1.93179], [-0.82232, -1.42158, 1.22554], [-1.02359, -1.86677, 2.54040], [-1.99269, -2.82557, 2.82068], [-2.76804, -3.35875, 1.79635], [-2.57105, -2.90794, 0.49153], [-3.41603, -3.44026, -0.62653], [-2.70567, -4.25628, -1.42520], [-3.87940, -2.45184, -1.40923], [-4.46879, -4.12755, -0.19354], [-1.60244, -1.94506, 0.20710], [1.30576, -0.23272, -1.29604], [1.29743, -2.15824, -1.51091], [2.67608, 0.36762, -1.04166], [3.70407, -0.12753, -2.06560], [3.47866, 0.35440, -3.50892], [4.30093, 1.61030, -3.85224], [5.50627, 1.30963, -4.76336], [5.57560, 2.63182, -5.96059], [4.48744, 2.43696, -6.86306], [5.64476, 3.87651, -5.26889], [7.32737, 2.34107, -6.91973], [2.53978, 1.89559, -1.11211], [1.49890, 2.49843, -0.11910], [2.09897, 2.34303, 1.27764], [3.47691, 2.96703, 1.42707], [4.43196, 1.90127, 1.55222], [5.69276, 2.41537, 1.67208], [6.35629, 2.62000, 0.73310], [1.32966, 3.97403, -0.55686], [1.15926, 5.02191, 0.54142], [0.28200, 6.04022, 0.03677], [-0.35983, 7.10749, 1.16502], [1.09571, 7.95153, 2.00495], [-1.41159, 6.27497, 2.47872], [-1.44123, 8.33325, 0.28323], [-2.60667, 0.11345, -2.12355], [-1.80158, 1.10487, -3.31582], [-3.58625, 0.95258, -3.28117], [-3.81978, 2.43464, -1.55162], [-2.22557, 3.05878, -2.02409], [-1.61968, 4.16233, 0.64876], [0.06772, 1.91073, -1.48523], [-0.63489, -0.04659, -0.73932], [-0.45058, -1.45897, 3.35690], [-2.14478, -3.14172, 3.83656], [-3.51987, -4.08656, 2.04341], [-1.47691, -1.61828, -0.81377], [0.99351, 0.10052, -2.27730], [3.08536, 0.12320, -0.06608], [4.65056, 0.27527, -1.71505], [3.80682, -1.20345, -2.01661], [3.77712, -0.43408, -4.18978], [2.43520, 0.56668, -3.72075], [3.67829, 2.35298, -4.33661], [4.69069, 2.08828, -2.96106], [5.34437, 0.39028, -5.30994], [6.44738, 1.27481, -4.22890], [3.49575, 2.39553, -1.03190], [2.15733, 2.13784, -2.10697], [2.22540, 1.29527, 1.51421], [1.44829, 2.72245, 2.05747], [3.73581, 3.62458, 0.60172], [3.51002, 3.57152, 2.33362], [6.04538, 2.60334, 2.68682], [0.52314, 4.06892, -1.28002], [2.22164, 4.25187, -1.10778], [2.12102, 5.49445, 0.73674], [0.75999, 4.62302, 1.46719], [0.78285, 8.86714, 2.49077], [1.83729, 8.15690, 1.23973], [1.51485, 7.25697, 2.72692], [-0.86618, 5.48712, 2.99142], [-2.30188, 5.81673, 2.05757], [-1.69196, 7.02855, 3.20484], [-0.90153, 8.89236, -0.47521], [-1.82468, 9.06368, 0.99069], [-2.30706, 7.86438, -0.17677], [-4.78379, -2.84219, 4.10055], [-5.50948, -2.15416, 3.44564], [-5.19423, -0.88048, 3.10883], [-6.29096, -0.26577, 2.40717], [-7.10091, -1.42478, 1.83945], [-6.87628, -2.50976, 2.89261], [-6.86250, 0.33209, 3.11943], [-5.89071, 0.39102, 1.63857], [-8.14589, -1.17458, 1.67129], [-6.67351, -1.74332, 0.88707], [-7.60143, -2.45358, 3.70519], [-6.87019, -3.51186, 2.47394], [0.18695, -0.95532, -4.77946], [-0.82965, -0.99234, -5.41408], [-1.73126, 0.01035, -5.39836], [-2.89556, -0.35309, -6.17121], [-2.41397, -1.43725, -7.12545], [-1.32185, -2.11842, -6.30041], [-3.66340, -0.71461, -5.48388], [-3.26745, 0.53109, -6.68165], [-3.20905, -2.10328, -7.45153], [-1.97321, -0.98026, -8.01160], [-1.71858, -2.91039, -5.66312], [-0.51104, -2.50726, -6.90887], [-1.57680, -5.53236, 4.85365], [-0.45229, -5.30110, 5.19078], [0.14044, -4.10819, 4.94005], [1.52461, -4.14076, 5.34569], [1.61532, -5.26659, 6.36552], [0.53437, -6.22687, 5.86566], [2.13491, -4.34288, 4.46273], [1.79821, -3.16951, 5.75121], [2.61000, -5.70222, 6.42160], [1.35021, -4.90094, 7.35842], [0.92058, -6.91379, 5.11064], [0.06580, -6.78376, 6.67144], [3.42422, -6.13116, 2.78318], [2.38863, -6.32511, 2.21965], [1.48802, -7.24283, 2.64450], [0.37743, -7.31708, 1.72798], [0.38396, -5.98628, 0.98685], [1.87455, -5.64561, 0.96265], [0.53883, -8.16756, 1.06341], [-0.53585, -7.47910, 2.29511], [-0.08024, -6.04272, 0.00412], [-0.15408, -5.23655, 1.57171], [2.38655, -6.07959, 0.10274], [2.06388, -4.57619, 1.00403]], "atomic_forces_ev_per_a": [[0.5, 0.1, 0.6], [-0.6, -1.0, -0.1], [0.3, 0.4, -0.4], [-0.3, -0.7, 0.8], [0.5, 0.2, -0.7], [-0.2, 1.1, 0.5], [0.1, -0.1, -1.6], [-0.3, -0.9, 1.0], [0.1, 0.0, -0.1], [-0.3, 0.3, 0.0], [-0.3, -0.2, 0.3], [-0.3, -0.3, -0.2], [0.4, 0.4, -0.3], [0.4, 0.5, -0.2], [0.0, 0.1, 0.6], [0.3, -0.1, 0.0], [0.1, -0.1, -0.2], [-0.1, 0.3, -0.2], [-0.2, -0.1, 0.2], [-0.1, 0.0, 0.2], [0.7, -0.5, 0.0], [-0.1, 0.0, 0.2], [0.5, 0.4, 0.1], [0.0, 0.4, -0.1], [0.5, 0.2, 0.2], [0.2, 0.0, -0.1], [-0.1, 0.2, 0.0], [-0.9, 0.2, 0.4], [0.2, -0.3, -0.5], [0.5, 0.1, 0.2], [0.0, -0.1, 0.0], [-1.0, -0.2, -0.3], [1.4, -0.5, -0.6], [-0.3, 0.1, 0.3], [-0.3, 0.0, 0.5], [-0.3, 0.2, 0.1], [-0.6, -0.4, 0.9], [1.3, 0.4, -1.7], [0.2, -0.1, 0.5], [-0.4, 0.6, -0.7], [-0.4, -0.3, 0.4], [0.1, 0.7, 0.3], [-0.6, -0.6, -0.5], [0.5, -0.3, -0.5], [0.1, -0.1, -0.1], [-0.1, -0.2, 0.1], [-0.1, 0.1, -0.2], [0.0, 0.1, -0.3], [-0.1, 0.4, 0.1], [0.1, 0.2, 0.1], [-0.3, 0.1, 0.5], [-0.1, -0.2, -0.2], [-0.1, 0.1, 0.2], [0.2, 0.1, 0.1], [-0.1, -0.1, 0.1], [-0.2, -0.2, -0.1], [-0.1, -0.2, -0.2], [-0.5, 0.2, -0.1], [-0.2, -0.3, 0.2], [0.3, 0.0, 0.0], [-0.1, -0.2, 0.0], [-0.2, -0.2, -0.1], [-0.2, -0.2, 0.0], [-0.2, 0.1, -0.1], [0.0, 0.1, 0.2], [0.2, -0.1, -0.3], [0.2, 0.0, 0.0], [0.3, -0.1, 0.2], [0.1, 0.1, -0.2], [0.1, -0.1, 0.0], [-0.2, 0.1, 0.0], [0.2, 0.0, -0.2], [0.0, 0.1, 0.1], [-0.2, -0.1, 0.4], [-0.3, 0.1, 0.0], [0.1, 0.0, -0.2], [0.2, -0.1, 0.2], [0.0, -0.2, 0.1], [0.1, 0.2, 0.2], [0.2, 0.2, 0.0], [0.2, 0.1, 0.3], [0.1, -0.1, 0.2], [-0.3, 0.1, 0.0], [-0.2, 0.1, 0.2], [0.1, 0.0, -0.2], [0.0, 0.1, 0.2], [-0.1, -0.1, -0.1], [0.1, 0.0, 0.0], [-0.2, -0.1, 0.2], [0.0, 0.0, -0.1], [-0.1, 0.0, -0.1], [0.0, -0.1, 0.1], [0.1, 0.3, -0.4], [0.0, 0.0, 0.0], [0.1, 0.0, 0.1], [0.0, 0.0, 0.1], [0.0, 0.0, 0.0], [0.0, -0.1, 0.0], [0.0, -0.1, 0.2], [0.1, 0.3, 0.3], [0.0, -0.4, -0.1], [0.0, 0.0, -0.1], [-0.1, 0.0, -0.2], [0.1, -0.1, 0.0], [-0.2, 0.3, -0.3], [0.0, 0.0, 0.0], [0.1, 0.1, 0.1], [0.0, 0.0, 0.1], [0.0, 0.0, 0.0], [0.1, 0.0, 0.0], [0.1, -0.1, 0.2], [-0.1, 0.1, -0.1], [0.1, -0.4, -0.1], [0.0, 0.2, 0.0], [0.2, -0.1, 0.0], [-0.1, -0.1, 0.0], [0.3, 0.3, 0.3], [0.0, 0.0, 0.0], [-0.1, 0.1, 0.0], [0.0, 0.0, -0.1], [0.0, 0.1, 0.0], [0.0, -0.1, 0.0], [-0.1, -0.1, -0.1], [0.0, 0.0, 0.2], [0.1, 0.0, -0.2], [-0.1, 0.1, 0.0], [-0.2, 0.0, -0.1], [0.1, 0.1, 0.0], [-0.5, 0.0, 0.1], [0.0, 0.0, 0.0], [0.1, 0.0, 0.1], [0.0, -0.1, 0.0], [0.0, 0.0, 0.0], [0.1, 0.0, 0.0], [0.2, 0.0, 0.0]]}

---

Entry 2:
{"formula": "C5H12S2", "method": "ωB97M-V/def2-TZVPD", "orbital_gap_ev": 2.9, "fmax_ha_per_bohr": 0.050, "lumo_energy_ev": -3.51, "energy_ev": -27043.138, "e_above_lowest_kcal_mol": 163.33, "symbols": ["C", "C", "C", "C", "H", "H", "H", "H", "H", "H", "H", "H", "C", "S", "S", "H", "H", "H", "H"], "xyz": [[-0.08162, 0.80695, 0.21973], [0.33464, 0.27075, -1.17460], [1.51378, -0.18792, -1.41988], [-0.77968, 0.58801, -2.20888], [-0.62582, 1.73886, 0.13097], [0.83978, 0.87358, 0.80091], [-0.75018, 0.13482, 0.77514], [1.78626, -1.13039, 0.02249], [2.14648, -0.02456, -2.28441], [-0.72257, -0.21974, -2.94103], [-0.52495, 1.50973, -2.74195], [-1.74441, 0.65993, -1.71698], [2.12902, -1.54091, 1.01339], [-3.18085, 0.55168, 0.97279], [-2.89216, 0.34560, 3.05021], [3.20257, -1.74314, 1.01623], [1.57315, -2.41861, 1.34019], [1.95667, -0.80160, 1.79830], [-4.18013, 0.58694, 3.34737]], "atomic_forces_ev_per_a": [[1.3, -0.9, 0.4], [-0.9, 1.4, 1.0], [-1.9, 0.8, -1.5], [1.1, -0.8, -0.6], [0.2, 0.2, -0.2], [-0.3, 0.6, 0.2], [-0.1, -0.2, -0.6], [0.4, -0.6, 0.8], [0.8, -0.6, 0.5], [-0.6, 0.1, 0.0], [-0.1, 0.0, 0.3], [0.0, -0.1, 0.0], [0.3, 0.3, 0.8], [0.2, -0.2, 1.0], [-0.5, 0.0, -1.3], [-0.2, -0.1, -0.3], [-0.1, -0.1, -0.5], [0.0, 0.2, -0.2], [0.2, 0.1, 0.3]]}